Entry 1:
C5H9GaO3 as an isolated structure at a distorted geometry. Source: the OMol25 dataset; level of theory: ωB97M-V/def2-TZVPD.

Positions of all 18 atoms, in Å:
H1 1.122 0.101 -0.145
C1 -2.378 -1.934 -0.302
O1 -1.208 -1.310 -0.758
C2 -0.040 -1.811 -0.148
C3 1.152 -0.995 -0.579
H2 -3.230 -1.472 -0.817
H3 -2.368 -3.015 -0.521
H4 -2.502 -1.800 0.787
H5 0.092 -2.875 -0.420
H6 -0.151 -1.764 0.952
H7 1.223 -0.930 -1.673
H8 2.081 -1.448 -0.208
O2 1.494 2.304 1.984
C4 1.147 2.163 0.725
C5 0.819 3.173 -0.112
O3 0.814 4.461 0.368
Ga1 1.397 4.148 2.021
H9 0.535 3.005 -1.154

Computed properties:
Expectation value of S²: 1.589
Total charge: +1
HOMO-LUMO gap (spin up / spin down): 5.4818 / 4.3884 eV
2S+1: 2
Energy relative to the best compared isomer or geometry (same formula, charge and spin): 66.78 kcal/mol
Highest occupied orbital energy (spin up / spin down): -12.398 / -12.407 eV

---

Entry 2:
C11H7FeN2O6 as an isolated structure at a distorted geometry. Source: the OMol25 dataset; level of theory: ωB97M-V/def2-TZVPD.

Positions of all 27 atoms, in Å:
O1 -0.188 5.201 -0.192
C1 -0.034 4.200 0.346
Fe1 0.096 -0.798 0.287
C2 0.194 -2.488 -0.536
O2 -0.008 -3.602 -0.841
C3 -0.202 -0.667 -1.507
O3 -0.371 -0.730 -2.682
C4 2.087 -0.489 -0.141
O4 2.928 -0.551 -0.917
C5 -1.818 -0.603 -0.402
O5 -2.747 -0.470 -1.093
H1 0.110 0.585 -0.482
N1 -0.707 -0.736 6.939
C6 0.187 0.063 6.285
O6 1.029 0.753 6.837
C7 0.039 0.022 4.798
C8 -0.905 -0.760 4.107
C9 -0.900 -0.792 2.718
N2 0.080 -0.143 2.015
C10 0.937 0.707 2.645
C11 0.928 0.789 4.034
H2 -0.627 -0.768 7.945
H3 -1.348 -1.360 6.473
H4 -1.665 -1.370 4.587
H5 -1.653 -1.350 2.137
H6 1.634 1.287 2.017
H7 1.651 1.432 4.519

Computed properties:
Expectation value of S²: 6.092
Total charge: +1
HOMO-LUMO gap (spin up / spin down): 6.4754 / 7.5310 eV
2S+1: 5
Highest occupied orbital energy (spin up / spin down): -11.195 / -13.680 eV

---

Entry 3:
An isolated ion of composition C2H4O2P and charge +1 at a distorted geometry. Source: the OMol25 dataset; level of theory: ωB97M-V/def2-TZVPD.

Positions of all 9 atoms, in Å:
C1 0.455 0.395 0.555
C2 0.228 -0.220 -0.716
O1 -0.834 0.185 1.262
O2 -1.000 -0.863 -0.737
P1 -1.928 -0.553 0.499
H1 1.202 -0.267 1.039
H2 0.723 1.520 0.638
H3 0.155 0.717 -1.410
H4 0.999 -0.913 -1.129

Computed properties:
Total charge: +1
HOMO-LUMO gap: 9.7425 eV
2S+1: 1
Energy relative to the best compared isomer or geometry (same formula, charge and spin): 19.07 kcal/mol
Highest occupied orbital energy: -16.390 eV

---

Entry 4:
A 3-piece molecular cluster, C20H48BNO11P3 overall at a distorted geometry. Source: the OMol25 dataset; level of theory: ωB97M-V/def2-TZVPD.

Positions of all 84 atoms, in Å:
C1 0.345 3.192 4.821
C2 -0.168 1.798 5.386
C3 0.358 1.653 6.869
C4 1.618 0.701 6.977
C5 1.119 -0.787 7.123
C6 1.971 -1.676 8.079
C7 3.204 -2.372 7.408
B1 2.830 -3.385 6.214
C8 1.532 -4.333 6.242
O1 1.685 -5.564 6.175
O2 0.388 -3.748 6.292
P1 3.997 -3.412 4.675
N1 5.325 -2.273 4.885
O3 3.057 -2.775 3.399
H1 0.474 3.139 3.719
H2 1.302 3.422 5.337
H3 -0.361 4.021 5.050
H4 -1.284 1.864 5.382
H5 0.174 0.971 4.730
H6 -0.504 1.292 7.479
H7 0.596 2.678 7.253
H8 2.233 1.072 7.825
H9 2.140 0.813 5.991
H10 0.984 -1.205 6.103
H11 0.093 -0.739 7.567
H12 1.292 -2.429 8.548
H13 2.356 -1.068 8.943
H14 3.993 -1.627 7.124
H15 3.689 -3.005 8.209
H16 5.067 -1.314 4.647
H17 5.669 -2.337 5.843
H18 2.245 -2.400 3.782
O4 1.070 2.194 1.057
P2 1.636 2.038 -0.334
O5 0.878 3.319 -1.061
C9 1.414 4.616 -0.811
C10 2.787 4.805 -1.433
O6 0.656 0.782 -0.761
C11 -0.105 0.048 0.200
C12 -1.467 0.680 0.423
O7 2.559 1.778 -1.709
C13 2.121 0.985 -2.820
C14 0.880 1.488 -3.529
H19 1.455 4.793 0.269
H20 0.717 5.338 -1.238
H21 3.524 4.141 -0.973
H22 3.134 5.832 -1.302
H23 2.764 4.573 -2.499
H24 0.444 -0.059 1.135
H25 -0.235 -0.959 -0.201
H26 -1.407 1.751 0.611
H27 -1.974 0.208 1.268
H28 -2.090 0.557 -0.467
H29 2.007 -0.053 -2.507
H30 2.947 0.992 -3.537
H31 0.012 1.572 -2.878
H32 0.612 0.807 -4.339
H33 1.056 2.483 -3.948
O8 -1.536 -0.124 -5.441
P3 -2.188 -1.382 -5.964
O9 -2.732 -0.804 -7.416
C15 -1.771 -0.673 -8.462
C16 -1.260 -2.017 -8.950
O10 -3.538 -1.257 -5.025
C17 -3.611 -0.364 -3.911
C18 -4.107 1.006 -4.333
O11 -2.636 -2.940 -6.392
C19 -3.952 -3.472 -6.196
C20 -5.059 -2.757 -6.945
H34 -0.940 -0.048 -8.119
H35 -2.262 -0.148 -9.283
H36 -0.701 -2.537 -8.166
H37 -0.595 -1.891 -9.807
H38 -2.089 -2.665 -9.238
H39 -2.652 -0.302 -3.397
H40 -4.316 -0.800 -3.201
H41 -3.571 1.398 -5.197
H42 -4.008 1.719 -3.512
H43 -5.160 0.954 -4.621
H44 -4.168 -3.534 -5.129
H45 -3.913 -4.504 -6.555
H46 -5.138 -1.700 -6.697
H47 -6.021 -3.218 -6.712
H48 -4.890 -2.815 -8.023

Computed properties:
Total charge: -1
HOMO-LUMO gap: 4.1174 eV
2S+1: 1
Highest occupied orbital energy: -4.071 eV